[1]
{"formula": "C3H4N2O", "method": "the ωB97M-V functional and the def2-TZVPD basis", "de_lowest_kcal_mol": 29.64, "lumo_ev": 0.8, "e_homo_ha": -0.31887, "charge": 0, "homo_lumo_gap_ev": 9.451, "species": ["O", "C", "C", "N", "N", "C", "H", "H", "H", "H"], "coordinates": [[-1.787959, -0.515617, -0.958186], [-0.608278, -0.265911, -0.325641], [0.013779, 0.924989, -0.021497], [1.158664, 0.577599, 0.629625], [1.318531, -0.738190, 0.756947], [0.249211, -1.267431, 0.177664], [-2.195252, 0.319916, -1.214726], [-0.249677, 1.955471, -0.212043], [1.864386, 1.193720, 0.997931], [0.118591, -2.339819, 0.128924]], "forces_ev_per_a": [[-0.071, 0.180, -0.079], [0.338, 0.052, 0.189], [-0.035, -0.090, -0.001], [0.073, 0.127, 0.001], [-0.196, 0.028, -0.118], [-0.046, -0.073, -0.017], [0.035, -0.143, 0.025], [0.011, -0.142, 0.038], [-0.122, -0.085, -0.066], [0.013, 0.147, 0.028]], "nbo_charge": [-0.660, 0.186, -0.162, -0.324, -0.242, -0.113, 0.480, 0.216, 0.406, 0.214]}

---

[2]
{"formula": "C3H8N2O2", "method": "the ωB97M-V functional and the def2-TZVPD basis", "de_lowest_kcal_mol": 27.34, "lumo_ev": 7.0, "e_homo_ha": 0.07864, "charge": -2, "homo_lumo_gap_ev": 4.897, "species": ["C", "C", "C", "N", "N", "O", "O", "H", "H", "H", "H", "H", "H", "H", "H"], "coordinates": [[0.566915, 1.787493, -0.397287], [1.738118, -0.327575, -1.180306], [0.826068, 0.320893, -0.083054], [-1.045011, -0.273223, 1.282328], [-0.461364, -0.408992, 0.183358], [-0.896038, 0.697572, 2.173947], [-1.987294, -2.738546, 0.781957], [1.554317, 2.321664, -0.673566], [-0.120102, 1.996627, -1.296843], [0.025007, 2.266546, 0.410831], [-2.867926, -2.530167, 0.410285], [1.211780, -0.164434, -2.168947], [1.706913, -1.483953, -1.188291], [1.362374, 0.370327, 0.856111], [-1.613757, -1.834232, 0.889475]], "forces_ev_per_a": [[0.100, 1.422, -1.883], [-0.829, -0.807, -0.497], [0.323, -0.099, -1.202], [-1.789, 0.593, 0.826], [1.495, 0.505, 0.111], [1.043, -0.729, -1.130], [-1.459, -0.765, -0.436], [-1.370, -0.744, 0.655], [0.883, -0.779, 0.792], [0.268, 0.186, 0.455], [0.765, -0.234, 0.294], [0.242, 0.226, 0.458], [-0.018, 1.314, 0.671], [0.139, -0.285, 0.544], [0.207, 0.198, 0.344]], "nbo_charge": [-0.613, -1.029, -0.173, 0.021, -0.349, -0.724, -1.006, 0.181, 0.155, 0.208, 0.430, 0.106, 0.130, 0.166, 0.498]}

---

[3]
{"formula": "C34H68F2N3O16", "method": "the ωB97M-V functional and the def2-TZVPD basis", "lumo_ev": -2.7, "e_homo_ha": -0.33749, "charge": 1, "homo_lumo_gap_ev": 6.497, "species": ["C", "N", "C", "C", "C", "C", "O", "H", "H", "H", "H", "H", "H", "H", "H", "H", "H", "H", "H", "H", "H", "C", "N", "C", "C", "C", "C", "O", "H", "H", "H", "H", "H", "H", "H", "H", "H", "H", "H", "H", "H", "H", "C", "C", "C", "O", "H", "H", "H", "H", "H", "H", "H", "C", "C", "C", "C", "C", "C", "N", "O", "C", "C", "C", "H", "H", "H", "H", "H", "H", "H", "H", "H", "H", "H", "H", "H", "H", "H", "H", "H", "H", "H", "C", "C", "O", "C", "O", "O", "H", "H", "H", "H", "C", "C", "O", "C", "O", "O", "H", "H", "H", "H", "C", "C", "O", "C", "O", "O", "F", "H", "H", "H", "C", "C", "O", "C", "O", "O", "F", "H", "H", "H"], "coordinates": [[3.383959, -1.416732, -2.028666], [2.970968, -2.744382, -2.582855], [3.553204, -3.865575, -1.828489], [1.486911, -2.822358, -2.509398], [3.275326, -2.762998, -4.059656], [4.712008, -2.999403, -4.467982], [5.462615, -1.796498, -4.289361], [4.381536, -1.113204, -2.327324], [3.091220, -1.292896, -0.991345], [2.736973, -0.725712, -2.578271], [3.163692, -4.766253, -2.301715], [3.362407, -3.790861, -0.764426], [4.632072, -3.890321, -1.969187], [1.133928, -3.811852, -2.793247], [1.010095, -2.087852, -3.153533], [1.199301, -2.598158, -1.484009], [2.802486, -1.951069, -4.599280], [2.790577, -3.703692, -4.355840], [4.711139, -3.216282, -5.539483], [5.178905, -3.857195, -3.984314], [5.954757, -1.568304, -5.081399], [1.871580, 3.957606, -5.142539], [1.538799, 2.934330, -4.104180], [1.973477, 3.483013, -2.785130], [0.101032, 2.609838, -4.060608], [2.198553, 1.596571, -4.426756], [3.673943, 1.583394, -4.710064], [3.941386, 2.230646, -5.957650], [1.328106, 4.859576, -4.884261], [1.581063, 3.557690, -6.115613], [2.946254, 4.034127, -5.251053], [2.049600, 2.651732, -2.076068], [1.240315, 4.214541, -2.458411], [2.945764, 3.966745, -2.858542], [-0.101159, 1.835594, -3.314336], [-0.294041, 2.400234, -5.046494], [-0.398430, 3.465384, -3.602179], [1.641423, 1.276950, -5.307484], [1.887841, 0.987837, -3.569532], [3.974526, 0.534867, -4.817693], [4.287195, 1.952858, -3.881904], [4.711826, 1.793886, -6.331811], [0.073636, 1.713290, 0.587323], [0.602546, 0.486084, -0.167697], [-0.521499, -0.562873, -0.142895], [1.016330, 0.778700, -1.426122], [0.880513, 2.432774, 0.761830], [-0.262895, 1.473761, 1.604227], [-0.732568, 2.225865, 0.064767], [1.394784, 0.010861, 0.471171], [-1.232487, -0.262735, -0.919822], [-1.094863, -0.581532, 0.790738], [-0.214252, -1.601232, -0.304838], [-5.741587, -0.963140, 6.434152], [-4.618521, -1.761429, 5.769349], [-5.246370, -2.200927, 4.432806], [-4.209984, -2.715865, 3.417209], [-3.174523, -1.630681, 3.179043], [-2.510743, -1.091991, 4.458716], [-3.565648, -0.803596, 5.429179], [-3.219202, 0.041953, 6.490618], [-1.559272, -2.187631, 5.030083], [-1.752533, 0.173344, 4.095443], [-4.203792, -3.010972, 6.551997], [-6.660427, -1.554403, 6.469205], [-5.925892, -0.004706, 5.958356], [-5.541846, -0.744124, 7.488165], [-6.103059, -2.868013, 4.505218], [-5.557018, -1.280902, 3.924696], [-4.741832, -2.873392, 2.473485], [-3.750625, -3.678746, 3.650723], [-3.478918, -0.792201, 2.548667], [-2.353827, -2.080949, 2.604930], [-0.538900, -1.782372, 4.940876], [-1.588412, -2.448982, 6.085932], [-1.539792, -3.102347, 4.437157], [-1.054321, -0.045727, 3.277092], [-2.418850, 0.896866, 3.627901], [-1.158480, 0.498162, 4.946476], [-3.822134, -2.720779, 7.533139], [-3.497696, -3.641572, 6.019718], [-5.083313, -3.647968, 6.674091], [-2.731662, -0.511625, 7.123891], [-2.621291, -3.962418, -3.903169], [-2.877191, -2.522696, -4.333218], [-3.361960, -1.910834, -3.119201], [-2.953776, -2.633125, -2.060262], [-2.889322, -2.246311, -0.943472], [-2.522576, -3.854836, -2.480576], [-1.623850, -4.247609, -4.235787], [-3.388784, -4.674593, -4.189829], [-3.594002, -2.338752, -5.128331], [-1.996846, -1.911342, -4.549737], [1.894001, -0.024291, 4.327876], [2.463693, 0.911779, 3.219446], [3.793344, 1.147228, 3.697699], [3.949008, 0.726854, 4.954493], [4.860874, 0.988249, 5.668375], [2.817651, 0.121510, 5.404173], [2.012604, -1.069195, 4.041578], [0.893572, 0.315435, 4.556875], [1.963753, 1.875644, 3.226201], [2.389367, 0.335224, 2.304560], [4.009632, 4.816528, 2.273449], [3.354861, 4.670177, 0.917826], [2.029586, 5.121974, 1.093969], [1.994792, 5.936991, 2.169980], [1.112064, 6.663202, 2.479822], [3.140212, 5.815217, 2.883327], [3.269121, 3.381137, 0.495980], [4.962279, 5.340765, 2.260296], [4.064406, 3.951621, 2.930647], [3.815464, 5.277338, 0.136818], [-4.268873, 1.036492, -1.609931], [-3.784279, 2.454495, -1.418261], [-2.859206, 2.603148, -2.493611], [-3.174941, 1.688063, -3.438129], [-2.650812, 1.609962, -4.496623], [-4.173949, 0.882051, -3.035942], [-3.270209, 2.617258, -0.183248], [-5.278128, 0.846786, -1.258705], [-3.592688, 0.325189, -1.127374], [-4.560850, 3.211613, -1.542838]], "forces_ev_per_a": [[-0.970, 1.178, -1.005], [-0.080, 1.406, -0.332], [0.775, -0.670, -0.821], [-0.674, -0.007, 0.729], [0.382, -2.674, -0.034], [0.381, 1.297, -0.792], [-0.002, -0.024, 0.465], [0.360, -0.665, 0.480], [0.297, -0.237, 0.133], [-0.084, 0.215, 0.474], [-0.096, -0.214, 0.493], [-0.442, 0.066, -0.053], [0.000, 0.253, 0.089], [0.239, -0.109, 0.053], [0.280, 0.219, 0.043], [-0.123, -0.045, -0.053], [0.022, 0.340, 0.416], [-0.226, 0.267, -0.313], [-0.304, -0.275, 0.067], [-0.007, 0.114, 0.212], [0.103, -0.239, -0.014], [-0.485, -0.823, -0.615], [1.320, -0.240, -0.218], [0.424, -0.482, 0.572], [-1.034, 0.868, 1.026], [-0.731, 0.446, 0.302], [0.234, -0.438, -0.232], [0.172, -0.176, 0.351], [0.215, 0.192, -0.143], [-0.454, 0.181, 0.082], [0.033, 0.500, 0.560], [-0.469, 0.005, 0.132], [-0.041, -0.040, 0.040], [-0.003, -0.015, -0.345], [0.486, -0.361, -0.251], [0.064, -0.080, -0.034], [-0.156, 0.186, -0.532], [0.228, -0.219, -0.111], [0.334, -0.140, 0.042], [-0.247, -0.107, 0.221], [-0.138, 0.403, -0.065], [0.042, 0.238, -0.157], [0.776, 0.315, 0.741], [-0.629, -0.438, 0.414], [-0.588, 0.161, -0.092], [0.616, -0.070, -0.925], [-0.005, 0.077, -0.360], [-0.229, -0.182, -0.131], [-0.052, -0.150, -0.167], [0.268, 0.306, -0.023], [0.027, -0.234, -0.086], [0.158, 0.052, 0.079], [0.122, 0.122, -0.247], [-0.104, -0.350, 1.458], [-0.804, 0.108, -1.086], [1.178, 0.381, -1.275], [-0.735, 0.329, -0.273], [1.265, -0.472, -0.107], [-0.549, -1.173, 0.943], [-1.061, 0.843, -0.968], [0.586, -0.627, 0.124], [1.849, 0.645, -0.552], [0.297, -0.517, -0.505], [-0.407, 0.192, 0.199], [0.010, 0.001, -0.288], [0.081, -0.100, -0.309], [0.236, 0.039, -0.085], [0.056, -0.054, 0.434], [-0.522, 0.024, 0.364], [0.066, -0.137, -0.004], [0.068, 0.094, 0.306], [-0.652, -0.051, 0.229], [0.000, 0.078, -0.051], [0.005, -0.226, -0.130], [-0.677, 0.151, 0.039], [-0.281, -0.081, 0.117], [0.081, -0.342, 0.170], [-0.094, 0.386, 0.709], [-0.339, 0.601, -0.010], [0.097, -0.287, 0.053], [0.254, 0.212, 0.002], [-0.076, 0.175, 0.314], [0.073, 0.164, 0.125], [0.826, 0.613, 0.013], [-0.231, 1.096, 0.540], [-0.439, -0.066, 0.086], [0.499, -0.183, -0.690], [-0.473, -0.095, 0.315], [-0.147, -0.059, 0.256], [-0.248, -0.478, -0.272], [-0.025, -0.019, 0.026], [-0.163, -0.314, 0.086], [0.290, -0.584, -0.346], [1.022, 0.373, -0.700], [-0.335, -0.885, 1.667], [0.470, -0.146, -1.334], [-0.925, 0.722, 1.433], [0.473, -0.344, -0.400], [-0.054, 0.279, -0.024], [-0.787, -0.017, -0.236], [-0.078, -0.497, 0.526], [-0.194, -0.049, -0.471], [0.488, 0.679, -0.499], [-0.226, 1.717, 0.886], [-0.365, -0.443, -0.236], [0.182, 0.085, -0.325], [0.117, 0.415, 1.130], [-0.118, -0.231, -0.370], [-0.057, -0.483, -0.191], [0.301, -0.105, -0.082], [0.267, -0.497, -0.351], [-0.178, -0.322, -0.378], [0.142, -0.184, -0.081], [-0.058, -0.324, 0.058], [-1.087, -0.097, -0.006], [0.225, 0.092, 0.587], [-0.430, -0.406, 0.143], [0.437, 0.123, -0.632], [0.165, 0.247, 0.356], [0.737, 0.084, -0.286], [-0.098, 0.132, -0.220], [0.053, 0.076, 0.026], [0.033, 0.039, -0.010]], "mulliken_charge": [-0.998, 0.546, -0.882, -1.297, -0.288, -0.770, -0.495, 0.379, 0.363, 0.342, 0.369, 0.325, 0.377, 0.509, 0.394, 0.430, 0.284, 0.351, 0.446, 0.308, 0.320, -0.988, 0.814, -0.979, -1.121, 0.193, -0.264, -0.545, 0.341, 0.338, 0.392, 0.169, 0.493, 0.313, 0.102, 0.427, 0.519, 0.388, -0.427, 0.102, 0.294, 0.363, -0.213, 1.644, -0.082, -0.547, -0.413, -0.028, 0.114, -1.007, -0.439, -0.195, 0.209, -1.874, 1.447, -1.232, -0.856, -1.329, 2.053, 0.299, -0.451, -1.515, -2.002, -1.661, 0.418, 0.406, 0.380, 0.535, 0.389, 0.446, 0.352, 0.312, 0.237, 0.266, 0.341, 0.310, 0.197, 0.473, 0.644, 0.367, 0.359, 0.398, 0.345, -0.262, -0.319, -0.221, 0.593, -0.414, -0.383, 0.226, 0.290, 0.319, 0.170, 0.240, 0.462, -0.383, 0.608, -0.543, -0.406, 0.207, -0.224, 0.268, -0.383, -0.368, 0.416, -0.295, 0.633, -0.510, -0.355, -0.195, 0.266, 0.179, 0.244, 0.057, 0.195, -0.230, 0.711, -0.539, -0.302, -0.198, 0.304, -0.103, 0.210]}